103
Properties=species:S:1:pos:R:3 method="wB97M-V/def2-TZVPD" homo_lumo_gap_ev=6.8 charge=-1 e_tot_ev=-119564.1322 lumo_energy_ev=2.25
C -5.2783 0.0512 -1.8159
C -5.9223 1.4365 -1.8317
P -4.7693 2.8683 -2.0916
C -3.8819 2.3836 -3.6584
C -4.8174 1.9732 -4.8010
Nb -3.1272 3.1974 -0.1514
C -4.7580 3.2132 1.4334
C -5.4700 1.8641 1.7172
C -5.0635 1.2095 3.0352
C -3.5835 0.8590 3.1359
N -3.3624 -0.6206 3.1866
C -3.7259 -1.2193 1.8906
C -1.9547 -0.7886 3.4556
C -0.9679 -0.6965 2.3046
O -1.5592 -0.9629 4.6049
C -1.5559 3.5033 -1.7948
O -0.2520 3.9369 -1.3335
C 0.3422 4.8679 -2.1788
C -1.4885 3.5076 1.4131
C -1.4086 4.9488 1.8773
C -0.4561 5.8201 1.0934
Br -0.9096 5.0218 3.8205
H -6.0480 -0.7077 -1.9663
H -4.8134 -0.1605 -0.8567
H -4.5233 -0.0622 -2.5852
H -6.6477 1.4637 -2.6479
H -6.4972 1.5986 -0.9254
H -3.2729 3.2119 -3.9991
H -3.2358 1.5404 -3.4287
H -4.2502 1.9194 -5.7318
H -5.6231 2.6855 -4.9606
H -5.2325 0.9827 -4.6395
H -3.3547 5.0367 -0.2150
H -2.8381 1.3767 0.0068
H -4.2958 3.5423 2.3678
H -5.5013 3.9673 1.1748
H -5.3369 1.1293 0.9242
H -6.5449 2.0474 1.7874
H -5.6244 0.2783 3.1338
H -5.3664 1.8232 3.8808
H -3.1475 1.2597 4.0475
H -3.0290 1.2630 2.2905
H -3.1809 -2.1431 1.7250
H -3.5327 -0.5528 1.0472
H -4.7861 -1.4596 1.8808
H -0.9625 -1.6548 1.7919
H -1.2804 0.0593 1.5865
H 0.0173 -0.4661 2.6858
H -1.3945 2.5906 -2.3761
H -1.9311 4.2733 -2.4758
H -0.2986 5.7374 -2.3546
H 1.2584 5.2181 -1.7037
H 0.6154 4.4388 -3.1506
H -0.5145 3.1226 1.1150
H -1.8013 2.9174 2.2755
H -2.3954 5.3945 1.8473
H -0.9290 6.0974 0.1554
H 0.4675 5.2995 0.8641
H -0.2408 6.7268 1.6533
C 0.3261 -4.5626 3.0933
C 1.2945 -5.1979 2.1085
N 2.0985 -4.2263 1.3914
C 2.8469 -4.7981 0.2878
C 3.9551 -5.8137 0.6007
C 2.8164 -3.2701 2.2149
C 3.8214 -3.8123 3.2425
H -0.3333 -3.8566 2.5887
H -0.2904 -5.3349 3.5547
H 0.8394 -4.0369 3.8980
H 0.7153 -5.7549 1.3667
H 1.9048 -5.9428 2.6463
H 3.2765 -3.9758 -0.2932
H 2.1230 -5.2784 -0.3782
H 4.8527 -5.3341 0.9891
H 4.2416 -6.3334 -0.3167
H 3.6304 -6.5694 1.3162
H 2.0837 -2.6581 2.7445
H 3.3287 -2.5712 1.5482
H 3.4327 -4.6791 3.7786
H 4.0383 -3.0412 3.9843
H 4.7701 -4.0899 2.7847
C 6.1670 0.4335 -4.1615
C 6.3508 -0.0252 -2.7229
N 5.1364 -0.5400 -2.1224
C 5.2438 -0.7383 -0.6888
C 6.2326 -1.7940 -0.1744
C 4.4646 -1.5969 -2.8569
C 5.2438 -2.8914 -3.1374
H 5.3886 1.1938 -4.2307
H 7.0996 0.8636 -4.5295
H 5.9059 -0.3900 -4.8269
H 6.6686 0.8363 -2.1296
H 7.1832 -0.7482 -2.6886
H 4.2467 -0.9660 -0.3026
H 5.5125 0.2252 -0.2454
H 5.8565 -2.8073 -0.3152
H 6.3840 -1.6575 0.8989
H 7.2098 -1.7164 -0.6519
H 4.1320 -1.1843 -3.8117
H 3.5424 -1.8401 -2.3240
H 6.2704 -2.6935 -3.4497
H 4.7584 -3.4442 -3.9444
H 5.2720 -3.5513 -2.2713


16
Properties=species:S:1:pos:R:3 method="wB97M-V/def2-TZVPD" homo_lumo_gap_ev=9.5 smiles="C=C/C=C/C.O" relative_energy_kj_mol=191.7 e_tot_ev=-7392.7788 lumo_energy_ev=0.92
C -0.1832 1.8277 -1.0037
C 0.5221 1.4625 0.0597
C 0.2417 0.2406 0.8097
C 0.0369 0.2684 2.1267
C -0.2606 -1.0093 2.8913
H 0.1278 2.5974 -1.6898
H -1.0786 1.2534 -1.1174
H 1.2100 2.1416 0.5587
H 0.0352 -0.7248 0.3830
H 0.0351 1.1811 2.7138
H -0.9228 -1.6407 2.2952
H 0.6852 -1.5569 2.9699
H -0.6836 -0.8897 3.8816
O 0.3164 -1.5682 -4.6920
H -0.5609 -1.9413 -4.5447
H 0.4792 -1.6418 -5.6421


17
Properties=species:S:1:pos:R:3 method="wB97M-V/def2-TZVPD" homo_lumo_gap_ev=11.0 smiles=C[C@@]12CC[C@@H]1O2.O relative_energy_kj_mol=268.5 e_tot_ev=-9440.2602 lumo_energy_ev=0.91
C 1.3647 1.8453 -0.5044
C 0.5113 0.6987 -0.0740
C 0.4109 0.1031 1.3298
C -0.9460 -0.5411 0.9330
C -0.8302 0.2008 -0.4096
O 0.3353 -0.3515 -1.0328
H 1.3139 2.6641 0.2194
H 2.4048 1.5033 -0.5587
H 1.0736 2.2121 -1.4921
H 0.2573 0.9040 2.0600
H 1.2259 -0.5476 1.6568
H -1.7857 -0.2647 1.5733
H -0.9162 -1.6262 0.8096
H -1.5937 0.6110 -1.0671
O -0.9317 -2.8723 -1.1057
H -0.1933 -2.2439 -1.1547
H -1.7009 -2.2950 -1.1827


10
Properties=species:S:1:pos:R:3 method="wB97M-V/def2-TZVPD" homo_lumo_gap_ev=9.0 relative_energy_kj_mol=363.2 e_tot_ev=-5251.9295 lumo_energy_ev=0.74
C 0.7982 -1.3256 -0.4898
C 0.9092 -0.1408 0.4181
C -0.8469 1.3430 0.5114
O -0.3423 0.0542 0.8531
H 1.5257 -2.1243 -0.3655
H 1.0423 -0.8190 -1.4414
H -0.2290 -1.6919 -0.5736
H -0.1046 1.8545 -0.1047
H -1.1265 1.9401 1.3774
H -1.7232 1.0997 -0.0962


83
Properties=species:S:1:pos:R:3 method="wB97M-V/def2-TZVPD" homo_lumo_gap_ev=6.7 relative_energy_kj_mol=0.0 charge=+2 e_tot_ev=-65679.2931 lumo_energy_ev=-7.25
Pd -0.7998 0.0578 0.4313
O 3.3328 1.8481 -6.0983
C 2.1151 1.5396 -5.6360
O 1.1343 1.7130 -6.3030
C 2.0171 1.0132 -4.2324
C 1.0610 0.0341 -3.9736
C 0.8270 -0.3862 -2.6787
C 1.5429 0.1893 -1.6336
C 2.5110 1.1543 -1.8813
C 2.7541 1.5571 -3.1876
N 1.2160 -0.1698 -0.2897
C 2.1571 -0.4171 0.5306
C 1.9150 -0.6444 1.9631
C 2.9194 -1.1728 2.7562
C 2.6532 -1.3983 4.1020
C 1.4015 -1.0758 4.5916
C 0.4584 -0.5373 3.7205
N 0.7030 -0.3199 2.4346
H 4.0302 1.5270 -5.5128
H 0.4949 -0.3802 -4.7975
H 0.0992 -1.1582 -2.4709
H 3.0297 1.6309 -1.0579
H 3.4824 2.3368 -3.3763
H 3.1874 -0.4692 0.1795
H 3.8838 -1.4127 2.3280
H 3.4104 -1.8185 4.7498
H 1.1481 -1.2304 5.6309
H -0.5301 -0.2741 4.0777
C -2.2077 4.2750 1.3185
C -3.6617 3.8536 1.4987
C -3.8546 2.4158 1.9952
Sb -3.1632 0.9293 0.6033
C -4.1881 1.4766 -1.1408
C -5.4198 2.1269 -1.0814
C -6.0753 2.4570 -2.2582
C -5.5024 2.1447 -3.4841
C -4.2761 1.4949 -3.5442
C -3.6207 1.1523 -2.3729
C -1.0927 -1.8616 -0.0061
C -0.6004 -2.8338 0.8400
C -0.8621 -4.1687 0.5360
C -1.5939 -4.5045 -0.5910
C -2.0790 -3.5068 -1.4238
C -1.8290 -2.1681 -1.1369
Sb -1.1412 2.9716 0.0073
C 0.8967 3.3609 0.3586
C 1.5453 2.8407 1.4744
C 2.8740 3.1687 1.7026
C 3.5432 4.0120 0.8228
C 2.8860 4.5335 -0.2828
C 1.5573 4.2080 -0.5248
C -1.5085 3.5925 -1.9520
C -2.5124 4.5174 -2.2175
C -2.7805 4.8657 -3.5341
C -2.0525 4.2915 -4.5678
C -1.0493 3.3672 -4.2995
C -0.7765 3.0139 -2.9860
H -1.6561 4.2479 2.2607
H -2.1257 5.2851 0.9165
H -4.2126 4.0025 0.5678
H -4.1202 4.5180 2.2362
H -4.9077 2.2043 2.1841
H -3.3176 2.2348 2.9279
H -5.8802 2.3704 -0.1310
H -7.0349 2.9546 -2.2178
H -6.0183 2.4052 -4.3987
H -3.8323 1.2548 -4.5012
H -2.6552 0.6596 -2.4261
H -0.0318 -2.5889 1.7251
H -0.4841 -4.9425 1.1913
H -1.7906 -5.5431 -0.8191
H -2.6615 -3.7599 -2.3000
H -2.2211 -1.4016 -1.7927
H 1.0261 2.1860 2.1644
H 3.3830 2.7764 2.5737
H 4.5769 4.2725 1.0070
H 3.4036 5.2023 -0.9579
H 1.0533 4.6143 -1.3937
H -3.0879 4.9689 -1.4179
H -3.5561 5.5885 -3.7499
H -2.2636 4.5685 -5.5922
H -0.4834 2.9211 -5.1088
H 0.0017 2.2886 -2.7750


13
Properties=species:S:1:pos:R:3 method="wB97M-V/def2-TZVPD" homo_lumo_gap_ev=8.5 relative_energy_kj_mol=341.1 e_tot_ev=-16119.7018 lumo_energy_ev=0.12
C 0.8063 -0.6161 -0.3559
C 0.5724 -1.8366 0.4662
C -1.5281 1.5501 0.9223
O 1.0685 2.1644 0.6478
S 0.2501 1.1382 1.1252
H 1.8586 -0.2450 -0.4132
H -0.5815 -1.8854 0.7080
H 0.7930 -2.7752 -0.1599
H 1.1581 -1.8572 1.3287
H -1.6714 2.7060 0.9883
H -1.9051 1.3948 -0.0658
H -2.0472 1.0301 1.6581
H 0.5810 -1.0851 -1.4277


14
Properties=species:S:1:pos:R:3 method="wB97M-V/def2-TZVPD" homo_lumo_gap_ev=9.4 smiles=NC1(N)O[C@@H]1[NH3+] relative_energy_kj_mol=390.6 charge=+1 e_tot_ev=-8712.4278 lumo_energy_ev=-3.69
N -1.9956 -0.4370 -0.5049
C -0.8365 0.0061 0.1152
N -0.6626 1.3252 0.3923
O -0.1175 -0.8803 0.8863
C 0.5580 -0.8004 -0.3267
N 1.8529 -0.0337 -0.1380
H -2.1227 -1.3896 -0.5227
H -2.7132 0.3147 -0.4433
H -0.0068 1.5169 1.1613
H -1.4990 1.9296 0.3590
H 0.8529 -1.7202 -0.9621
H 2.2721 0.2146 -0.9598
H 1.7647 0.7005 0.6334
H 2.6533 -0.7464 0.3099


9
Properties=species:S:1:pos:R:3 method="wB97M-V/def2-TZVPD" homo_lumo_gap_ev=8.5 relative_energy_kj_mol=231.9 e_tot_ev=-26316.8841 lumo_energy_ev=-0.35
C -1.1126 0.6078 -1.7919
C 1.2102 0.4830 0.8224
C 0.4553 -0.6658 1.2167
N -0.2528 1.4409 -1.4731
S 1.1640 1.4908 -0.3236
S -2.0584 -0.5052 -2.2860
H -0.5834 -0.5123 0.9418
H 0.6716 -1.5329 0.7106
H 0.5061 -0.8064 2.1831


25
Properties=species:S:1:pos:R:3 method="wB97M-V/def2-TZVPD" homo_lumo_gap_ev=10.3 smiles=CC(C)CCN.O.O relative_energy_kj_mol=25.7 e_tot_ev=-11045.9901 lumo_energy_ev=0.79
C 0.3852 1.0665 2.3544
C 0.0329 1.1991 0.8887
C -0.3443 2.6577 0.6127
C -1.1265 0.2511 0.4768
C -1.5083 0.3305 -0.9942
N -0.5566 -0.4487 -1.8327
H 1.0657 1.8448 2.7121
H -0.5300 1.2352 2.9223
H 0.7416 0.0915 2.6865
H 0.8218 0.9173 0.2053
H 0.4851 3.3207 0.7590
H -0.6707 2.7951 -0.4194
H -1.1164 3.0356 1.2878
H -0.7679 -0.7558 0.6800
H -2.0295 0.5287 1.0347
H -2.4511 -0.1970 -1.1266
H -1.5363 1.3514 -1.3521
H -0.5539 -0.1354 -2.7933
H 0.4073 -0.4026 -1.5053
O 0.4087 -3.0355 -1.1181
H 0.0153 -3.3102 -0.2857
H -0.1980 -2.5381 -1.6945
O 2.2842 -1.2677 -0.2989
H 1.5765 -1.8916 -0.6081
H 2.2122 -1.3349 0.6600


30
Properties=species:S:1:pos:R:3 method="wB97M-V/def2-TZVPD" homo_lumo_gap_ev=5.0 relative_energy_kj_mol=1.4 charge=-1 e_tot_ev=-59293.9281 lumo_energy_ev=2.03
C 3.3071 2.5866 -2.1116
C 3.1189 1.1057 -2.2887
C 4.3326 0.3049 -1.9163
N 2.6641 0.7924 -3.7316
O 2.9260 -0.3629 -4.1193
O 2.0366 1.6780 -4.3089
H 3.8726 2.7762 -1.1917
H 3.8490 3.0275 -2.9475
H 2.3645 3.1132 -2.0078
H 4.7784 0.7303 -1.0112
H 4.0658 -0.7148 -1.6643
H 5.0728 0.2692 -2.7102
Cl 1.8259 0.5399 -1.3133
C -0.4572 -0.0135 2.2415
Cl 0.8836 0.9739 2.6548
C -1.4965 0.6178 1.3413
O -1.2112 1.5367 0.5917
C -2.8168 -0.1694 1.3997
C -2.7407 -1.5749 1.7455
C -3.9710 -2.2397 2.0164
C -5.1185 -1.4812 2.1882
C -5.0885 -0.1297 1.8016
N -3.9873 0.4413 1.2958
C -1.4194 -2.1678 1.6959
Cl -1.2527 -3.8550 1.3729
C -0.2822 -1.3723 1.9623
H -4.0368 -3.3135 2.2292
H -6.0029 -1.8227 2.7050
H -5.9381 0.5080 2.0022
H 0.7218 -1.7840 2.0785


11
Properties=species:S:1:pos:R:3 method="wB97M-V/def2-TZVPD" homo_lumo_gap_ev=8.3 smiles="C=CN=[PH]=C" relative_energy_kj_mol=243.7 e_tot_ev=-13983.3021 lumo_energy_ev=0.12
C -1.5113 0.0540 0.1689
C -1.0892 -1.1960 -0.1624
N 0.2830 -1.5411 0.0678
P 1.3404 -0.4288 -0.0065
C 1.1022 1.2831 -0.0056
H -2.5454 0.1321 0.1068
H -1.0046 0.9308 0.5541
H -1.6483 -1.9883 -0.5107
H 2.5998 -1.0053 0.3302
H 2.0418 1.9599 0.0319
H 0.4317 1.7998 -0.5746


15
Properties=species:S:1:pos:R:3 method="wB97M-V/def2-TZVPD" homo_lumo_gap_ev=8.9 relative_energy_kj_mol=536.2 e_tot_ev=-10415.4460 lumo_energy_ev=0.56
O -2.3616 0.0558 -0.7429
C -1.7975 -0.2825 0.5151
C -0.5358 0.3620 0.9558
C 1.6057 -0.5599 0.1919
O 2.7260 -0.5630 -0.6059
C -0.0009 1.3502 0.0027
O 0.5110 0.0800 -0.5093
H -1.6970 -0.1867 -1.4020
H -2.5252 -0.0064 1.2877
H -1.6668 -1.3738 0.6030
H 1.8441 -0.0445 1.1223
H 1.2304 -1.5675 0.4158
H 2.5189 -1.0873 -1.3888
H 0.8062 2.0222 0.3040
H -0.6574 1.8013 -0.7496


21
Properties=species:S:1:pos:R:3 method="wB97M-V/def2-TZVPD" homo_lumo_gap_ev=10.3 smiles=O.O.O.O.O.O.O relative_energy_kj_mol=172.5 e_tot_ev=-14559.6735 lumo_energy_ev=-0.28
O 3.5988 -2.1552 -0.1662
H 2.9102 -1.6157 -0.5694
H 3.2021 -3.0229 -0.0643
O -2.3898 -0.1722 -0.5943
H -2.0501 0.6719 -0.9116
H -3.2059 -0.3147 -1.0836
O -3.9063 -0.4610 1.9551
H -3.7737 -1.3799 2.1995
H -3.4505 -0.3560 1.1118
O 0.5642 2.9370 2.0228
H 0.0674 2.1736 1.7172
H -0.0923 3.6234 2.1643
O 0.3388 0.4250 -0.0471
H -0.4176 -0.0313 0.3341
H 0.8221 -0.2707 -0.5104
O 0.8988 -2.0637 -1.3624
H 0.3853 -2.0384 -2.1751
H 0.7813 -2.9566 -1.0266
O 2.0428 2.6581 -0.8277
H 2.1397 2.4034 -1.7482
H 1.5347 1.9462 -0.4179


22
Properties=species:S:1:pos:R:3 method="wB97M-V/def2-TZVPD" homo_lumo_gap_ev=9.6 smiles=CCN[C@@H](C)CC relative_energy_kj_mol=195.8 e_tot_ev=-7953.7377 lumo_energy_ev=1.14
C 0.8948 -2.3733 -2.0079
C -0.2919 -1.6188 -1.3833
N 0.4057 -0.6947 -0.4311
C -0.2690 0.4778 0.1687
C -1.4095 -0.0528 1.0762
C 0.6878 1.3144 1.0840
C 0.3379 2.8135 1.2230
H 1.8703 -2.3652 -1.6122
H 1.1125 -1.7305 -2.7967
H 0.5340 -3.3961 -2.3837
H -0.9149 -2.3281 -0.9456
H -0.8294 -1.0811 -2.1561
H 0.6520 -1.2249 0.4390
H -0.5593 1.0340 -0.6923
H -1.3111 -0.8793 1.6697
H -1.6403 0.7690 1.7912
H -2.2627 -0.3686 0.4799
H 0.5352 0.8660 2.0897
H 1.6572 1.2203 0.6457
H 1.0044 3.3357 1.8820
H 0.4819 3.3888 0.2477
H -0.6855 2.8941 1.6120


18
Properties=species:S:1:pos:R:3 method="wB97M-V/def2-TZVPD" homo_lumo_gap_ev=10.2 smiles="CN1CC[NH+]=C1CCl" relative_energy_kj_mol=167.2 charge=+1 e_tot_ev=-20842.1255 lumo_energy_ev=-3.59
C -0.5293 -1.6268 -0.0217
N -0.1194 -0.2877 -0.0653
C -1.1556 0.7038 -0.1174
C -0.3795 1.9571 0.4108
N 0.9094 1.4770 0.5245
C 1.0263 0.1786 0.3650
C 2.5533 -0.6284 0.5136
Cl 3.6132 0.2963 -0.5227
H 0.3779 -2.2643 0.2689
H -1.4222 -1.7142 0.5876
H -0.7927 -1.9791 -0.9989
H -2.0839 0.5008 0.3529
H -1.4004 0.9624 -1.1307
H -0.5066 2.9363 -0.1040
H -0.8800 2.0307 1.3604
H 1.6652 2.1677 0.4073
H 2.5621 -1.7093 0.1331
H 2.8824 -0.5771 1.5547


36
Properties=species:S:1:pos:R:3 method="wB97M-V/def2-TZVPD" homo_lumo_gap_ev=9.8 smiles="CC[C@H](C)NC(=S)N1CC[NH+](C)CC1" relative_energy_kj_mol=43.6 charge=+1 e_tot_ev=-26026.8867 lumo_energy_ev=-2.60
C 4.1215 1.5879 0.3095
C 3.4500 0.4761 1.1082
C 2.6552 -0.5336 0.2686
C 3.4982 -1.2344 -0.7937
N 1.5350 0.1361 -0.3686
C 0.2744 -0.2543 -0.3507
S -0.2515 -1.6406 0.4255
N -0.6127 0.6079 -1.0208
C -1.0567 1.7552 -0.2576
C -2.0431 1.3179 0.8535
N -2.6755 0.0315 0.4896
C -3.7974 -0.3012 1.3692
C -3.0292 0.0322 -0.9403
C -1.7171 -0.0020 -1.7459
H 4.6548 2.2458 0.9901
H 3.3997 2.1945 -0.2349
H 4.8428 1.1852 -0.3951
H 2.7770 0.9168 1.8481
H 4.2135 -0.0798 1.6526
H 2.2340 -1.2868 0.9428
H 3.8337 -0.5332 -1.5528
H 4.3671 -1.6899 -0.3291
H 2.9183 -2.0160 -1.2785
H 1.7703 0.9464 -0.9290
H -1.5359 2.4467 -0.9535
H -0.1995 2.2609 0.1872
H -1.5171 1.1778 1.7998
H -2.8180 2.0750 0.9943
H -1.8783 -0.7511 0.5808
H -3.4687 -0.2839 2.4064
H -4.6096 0.4144 1.2410
H -4.1623 -1.2995 1.1367
H -3.6331 -0.8466 -1.1657
H -3.6179 0.9255 -1.1622
H -1.8426 0.5460 -2.6840
H -1.4409 -1.0287 -1.9886